#one
94
Properties=species:S:1:pos:R:3:mulliken_spin:R:1 method="wB97M-V/def2-TZVPD" s2=2.030 total_charge=-1 gap_ev="6.448 / 6.715" multiplicity=3 molar_mass_g_mol=850.4
V 0.480 0.090 0.078 1.94
C 3.679 3.316 -2.788 0.00
S 4.510 2.723 -1.302 0.00
C 3.254 1.633 -0.650 0.00
S 2.326 0.628 -1.650 -0.03
N 3.217 1.670 0.645 0.02
N 2.309 0.685 1.118 0.02
C 2.322 0.655 2.399 -0.01
C 1.685 -0.375 3.226 0.04
C 1.506 -0.121 4.580 0.01
C 0.998 -1.134 5.376 0.00
C 0.722 -2.354 4.791 0.01
C 0.946 -2.516 3.428 0.00
N 1.410 -1.548 2.645 0.02
H 4.418 3.867 -3.371 0.00
H 2.849 3.970 -2.527 0.00
H 3.314 2.474 -3.371 0.00
H 2.935 1.399 2.903 0.00
H 1.744 0.854 4.985 0.00
H 0.830 -0.970 6.433 0.00
H 0.352 -3.188 5.372 0.00
H 0.770 -3.474 2.957 0.00
C -1.571 2.211 4.618 0.01
C -2.107 0.928 4.626 0.00
C -1.944 0.071 3.551 0.00
C -1.235 0.481 2.406 0.02
C -0.696 1.783 2.410 0.06
C -0.861 2.624 3.498 0.00
N -0.994 -0.356 1.331 -0.10
C -1.828 -1.488 1.186 0.04
C -3.219 -1.332 1.147 -0.01
C -4.051 -2.420 0.962 0.00
C -3.517 -3.695 0.800 0.00
C -2.143 -3.859 0.829 0.00
C -1.305 -2.768 1.029 0.00
H -1.710 2.875 5.461 0.00
H -2.653 0.578 5.496 0.00
H -2.341 -0.933 3.599 0.00
H -0.139 2.154 1.554 -0.01
H -0.432 3.619 3.458 0.00
H -3.634 -0.336 1.247 0.00
H -5.124 -2.271 0.922 0.00
H -4.168 -4.546 0.641 0.00
H -1.704 -4.841 0.691 0.00
H -0.236 -2.909 1.037 -0.01
S 3.187 -5.066 1.526 0.00
C 3.860 -3.555 1.304 0.00
N 3.780 -2.962 0.060 0.00
C 4.300 -1.759 -0.243 0.01
C 4.991 -1.084 0.716 0.00
C 5.036 -1.700 1.980 0.00
N 4.507 -2.859 2.281 0.00
H 3.258 -3.477 -0.647 0.00
H 4.123 -1.397 -1.246 0.00
H 5.416 -0.110 0.529 0.00
H 5.533 -1.183 2.800 0.00
Cl 1.637 -4.259 -2.167 0.00
C 1.347 -2.862 -3.196 0.00
C 1.665 -3.002 -4.539 0.00
C 1.367 -1.974 -5.417 0.00
C 0.746 -0.831 -4.930 0.00
C 0.468 -0.710 -3.581 0.00
C 0.777 -1.712 -2.653 0.02
C 0.454 -1.580 -1.204 -0.05
H 2.120 -3.921 -4.883 0.00
H 1.608 -2.073 -6.469 0.00
H 0.492 -0.018 -5.601 0.00
H 0.025 0.198 -3.203 0.02
H 1.010 -2.328 -0.628 0.00
H -0.605 -1.848 -1.109 -0.03
C -3.475 2.956 0.297 0.00
C -3.925 2.433 -1.059 0.00
C -2.796 2.274 -2.109 0.00
C -3.424 1.812 -3.432 0.00
C -2.412 1.546 -4.535 0.00
C -2.155 3.630 -2.312 0.00
O -2.709 4.545 -2.891 0.00
N -0.922 3.789 -1.750 0.00
C -0.172 2.821 -1.068 0.03
O 0.841 3.185 -0.495 0.01
N -0.627 1.539 -1.033 -0.10
C -1.840 1.202 -1.569 0.08
O -2.221 0.043 -1.582 0.00
H -4.316 2.986 0.992 0.00
H -3.070 3.969 0.230 0.00
H -2.711 2.318 0.744 0.00
H -4.675 3.095 -1.498 0.00
H -4.374 1.444 -0.949 0.00
H -4.121 2.593 -3.739 0.00
H -3.994 0.907 -3.221 0.00
H -1.779 2.420 -4.717 0.00
H -2.916 1.311 -5.475 0.00
H -1.772 0.700 -4.287 0.00
H -0.500 4.703 -1.795 0.00

***

#two
94
Properties=species:S:1:pos:R:3:mulliken_spin:R:1 method="wB97M-V/def2-TZVPD" s2=2.063 total_charge=-1 gap_ev="6.200 / 6.432" multiplicity=3 molar_mass_g_mol=850.4
V -0.011 0.283 0.667 2.19
C 3.122 2.748 -2.704 0.00
S 3.928 1.583 -1.595 0.00
C 2.542 0.744 -0.869 -0.02
S 1.003 0.588 -1.685 -0.06
N 2.801 0.217 0.270 0.02
N 1.679 -0.432 0.799 -0.18
C 1.955 -1.497 1.645 0.03
C 1.035 -2.434 1.871 -0.03
C 0.997 -3.125 3.210 0.01
C -0.268 -3.951 3.550 0.00
C -1.319 -3.925 2.499 -0.01
C -1.231 -3.205 1.390 0.04
N -0.108 -2.456 0.983 -0.02
H 3.917 3.397 -3.072 0.00
H 2.385 3.346 -2.169 0.00
H 2.641 2.245 -3.540 0.00
H 2.910 -1.484 2.160 -0.01
H 1.929 -3.670 3.376 0.00
H -0.050 -4.980 3.843 0.00
H -2.258 -4.427 2.705 0.00
H -2.049 -3.166 0.678 0.00
C -0.566 -3.022 4.803 0.00
C -1.903 -2.357 4.765 0.00
C -2.099 -1.281 4.008 -0.01
C -0.962 -0.543 3.387 0.00
C 0.277 -0.779 3.847 0.05
C 0.643 -2.121 4.398 -0.01
N -1.176 0.300 2.285 -0.03
C -2.372 1.032 2.253 0.02
C -2.906 1.621 3.409 0.00
C -4.088 2.342 3.366 0.00
C -4.756 2.538 2.162 0.01
C -4.226 1.977 1.006 0.00
C -3.067 1.218 1.054 0.02
H -0.414 -3.559 5.739 0.00
H -2.740 -2.833 5.266 0.00
H -3.098 -0.886 3.873 0.00
H 1.074 -0.114 3.534 -0.01
H 1.442 -2.067 5.140 0.00
H -2.363 1.509 4.341 0.00
H -4.478 2.781 4.278 0.00
H -5.671 3.114 2.125 0.00
H -4.726 2.112 0.055 0.00
H -2.707 0.760 0.137 0.00
S -3.139 -1.165 -1.991 0.00
C -1.949 -1.292 -3.143 0.00
N -1.188 -0.173 -3.411 0.00
C -0.129 -0.157 -4.229 0.00
C 0.198 -1.284 -4.913 0.00
C -0.615 -2.405 -4.659 0.00
N -1.633 -2.430 -3.840 0.00
H -1.380 0.632 -2.818 0.00
H 0.423 0.770 -4.278 0.00
H 1.047 -1.320 -5.576 0.00
H -0.400 -3.344 -5.163 0.00
Cl 2.957 -4.313 -0.082 0.00
C 1.455 -5.009 -0.630 0.00
C 1.465 -6.363 -0.938 0.00
C 0.324 -6.966 -1.442 0.00
C -0.818 -6.204 -1.652 0.00
C -0.808 -4.857 -1.329 0.00
C 0.318 -4.228 -0.797 0.00
C 0.215 -2.761 -0.445 0.05
H 2.374 -6.929 -0.787 0.00
H 0.335 -8.023 -1.680 0.00
H -1.712 -6.654 -2.063 0.00
H -1.693 -4.255 -1.510 0.00
H 1.126 -2.228 -0.700 -0.02
H -0.604 -2.342 -1.035 -0.01
C 3.280 4.471 1.199 0.00
C 2.193 4.883 2.186 0.00
C 0.787 4.453 1.758 0.01
C -0.237 4.882 2.840 0.00
C -1.706 4.816 2.436 0.00
C 0.402 5.160 0.480 0.00
O 0.652 6.329 0.261 0.00
N -0.335 4.416 -0.399 0.00
C -0.605 3.043 -0.327 -0.01
O -1.344 2.565 -1.170 0.00
N 0.002 2.313 0.659 -0.06
C 0.739 2.926 1.649 0.03
O 1.331 2.269 2.484 0.00
H 4.261 4.810 1.537 0.00
H 3.105 4.912 0.214 0.00
H 3.328 3.386 1.086 0.00
H 2.179 5.967 2.305 0.00
H 2.384 4.428 3.158 0.00
H 0.019 5.905 3.122 0.00
H -0.051 4.241 3.705 0.00
H -1.942 5.562 1.674 0.00
H -2.339 5.015 3.302 0.00
H -1.989 3.834 2.054 0.00
H -0.722 4.886 -1.205 0.00

***

Stability summary - winner: #one; margin: 2.438 eV.

***

#one
18
Properties=species:S:1:pos:R:3:nbo_charge:R:1 method="wB97M-V/def2-TZVPD" total_charge=0 gap_ev=9.852 molar_mass_g_mol=124.3
C 1.463 -1.657 -0.180 -0.62
C 2.214 -0.479 0.398 -0.51
S 2.558 0.815 -0.823 -0.04
H 1.083 -2.310 0.604 0.22
H 2.116 -2.238 -0.828 0.21
H 0.662 -1.287 -0.824 0.21
H 1.586 0.018 1.138 0.22
H 3.121 -0.762 0.929 0.21
H 3.000 0.000 -1.789 0.11
C -1.430 1.443 0.744 -0.62
C -2.465 0.993 -0.291 -0.51
S -3.053 -0.708 -0.045 -0.05
H -0.443 1.046 0.487 0.21
H -1.780 1.210 1.744 0.22
H -1.313 2.531 0.652 0.21
H -3.370 1.605 -0.276 0.22
H -2.050 1.097 -1.294 0.21
H -1.901 -1.316 -0.348 0.11

***

#two
18
Properties=species:S:1:pos:R:3:nbo_charge:R:1 method="wB97M-V/def2-TZVPD" total_charge=0 gap_ev=9.751 molar_mass_g_mol=124.3
C 3.236 0.634 -2.144 -0.62
C 1.896 0.641 -1.419 -0.52
S 1.276 -1.011 -1.041 -0.04
H 3.561 1.610 -2.490 0.22
H 3.979 0.055 -1.600 0.21
H 3.042 0.051 -3.054 0.21
H 1.160 1.148 -2.040 0.22
H 1.912 1.171 -0.467 0.21
H 2.306 -1.406 -0.301 0.11
C -1.247 0.577 2.842 -0.63
C -1.860 -0.472 1.929 -0.50
S -2.409 0.231 0.334 -0.06
H -0.295 0.946 2.450 0.21
H -1.796 1.491 2.828 0.21
H -1.269 0.266 3.884 0.21
H -2.735 -0.905 2.409 0.21
H -1.162 -1.251 1.667 0.22
H -3.604 0.686 0.710 0.11

***

Stability summary - winner: #one; margin: 0.181 eV.

***

#one
52
Properties=species:S:1:pos:R:3:nbo_charge:R:1 method="wB97M-V/def2-TZVPD" total_charge=0 gap_ev=8.396 molar_mass_g_mol=311.3
C -2.581 0.740 -2.679 -0.39
C -1.995 1.312 -1.545 -0.19
C -0.529 1.246 -1.217 -0.45
C 0.064 0.309 -0.183 -0.52
C -0.039 -1.028 -0.539 0.56
O -0.486 -1.693 0.594 -0.73
N 0.396 -1.771 -1.504 -0.51
C 1.133 -1.481 -2.654 -0.44
H -2.018 0.063 -3.302 0.20
H -3.625 0.886 -2.983 0.20
H -2.671 1.926 -0.873 0.19
H -0.433 2.329 -0.727 0.17
H -0.045 0.932 -2.158 0.28
H 1.287 0.432 -0.403 0.26
H -0.125 0.363 0.963 0.25
H -0.556 -2.628 0.571 0.49
H 1.908 -0.724 -2.675 0.19
H 0.329 -1.543 -3.368 0.21
H 1.589 -2.401 -2.849 0.20
O -0.308 -2.794 4.623 -0.93
H -0.492 -3.499 4.039 0.47
H -1.273 -2.537 4.757 0.46
O 3.003 1.905 -2.330 -0.98
H 3.178 1.136 -1.862 0.50
H 2.858 2.760 -1.938 0.49
O -0.619 4.549 -2.605 -0.93
H -0.432 4.367 -1.591 0.47
H -1.558 4.660 -2.587 0.47
O 0.549 1.969 -4.042 -0.92
H 0.197 2.734 -4.252 0.47
H 1.366 2.013 -3.842 0.46
O 1.612 3.831 1.307 -0.92
H 0.926 3.296 1.649 0.47
H 1.539 3.607 0.404 0.46
O 2.937 -3.060 1.488 -0.95
H 2.782 -2.886 2.433 0.48
H 2.444 -3.939 1.498 0.48
O -3.408 -1.919 2.230 -0.95
H -3.500 -1.166 1.675 0.48
H -4.318 -2.111 2.420 0.48
O -3.545 0.863 3.759 -0.93
H -3.175 0.190 3.194 0.46
H -2.908 0.845 4.432 0.46
O 2.694 -0.935 -0.390 -0.98
H 2.870 -1.800 0.091 0.51
H 2.808 -0.321 0.311 0.47
O -2.136 -4.398 1.887 -0.96
H -2.483 -3.685 2.253 0.48
H -2.258 -4.463 0.923 0.48
O 2.674 1.126 2.496 -0.96
H 3.254 0.562 2.994 0.48
H 3.117 1.834 2.107 0.48

***

#two
52
Properties=species:S:1:pos:R:3:nbo_charge:R:1 method="wB97M-V/def2-TZVPD" total_charge=0 gap_ev=9.572 molar_mass_g_mol=311.3
C 1.818 -1.890 -0.802 -0.41
C 1.693 -1.375 0.434 0.01
C 2.642 -1.034 1.499 -0.70
C 0.239 -0.964 0.675 -0.47
C 0.044 0.509 1.230 -0.16
N -0.981 0.780 2.217 -0.85
C -0.110 1.235 -0.094 0.45
O -1.116 1.758 -0.508 -0.57
H 2.768 -2.328 -1.011 0.18
H 1.012 -2.216 -1.426 0.22
H 3.686 -1.122 1.161 0.23
H 2.646 -1.672 2.401 0.24
H 2.507 -0.038 1.927 0.23
H -0.415 -1.169 -0.157 0.25
H -0.159 -1.554 1.437 0.26
H 0.944 0.859 1.834 0.21
H -1.882 0.975 1.790 0.38
H -0.710 1.731 2.514 0.36
H 0.832 1.137 -0.641 0.11
O -2.519 -1.051 -0.089 -0.96
H -2.784 -1.502 -0.888 0.48
H -3.242 -0.666 0.403 0.49
O -1.061 -1.777 3.865 -0.99
H -1.563 -2.008 4.658 0.48
H -1.161 -0.855 3.605 0.52
O 3.055 3.452 -1.499 -0.98
H 3.977 3.466 -1.235 0.47
H 2.660 2.569 -1.421 0.49
O -4.155 2.299 0.178 -0.95
H -3.543 1.993 -0.523 0.49
H -4.894 1.707 0.010 0.46
O -1.169 2.551 -3.509 -0.95
H -0.297 2.173 -3.364 0.46
H -1.682 2.151 -2.799 0.49
O -1.132 -4.505 -0.579 -0.96
H -0.307 -4.393 -0.107 0.49
H -1.854 -4.082 -0.117 0.48
O 0.035 -3.750 2.518 -0.96
H -0.186 -3.157 3.280 0.50
H 0.984 -3.591 2.533 0.45
O 3.374 0.876 -0.941 -0.97
H 3.591 0.304 -1.680 0.49
H 2.939 0.331 -0.268 0.49
O 1.809 3.843 2.820 -0.93
H 2.336 3.797 2.008 0.47
H 0.964 4.079 2.424 0.46
O -3.610 0.467 -2.775 -0.95
H -3.575 0.861 -3.654 0.48
H -2.993 -0.271 -2.898 0.47
O 0.254 0.227 -4.464 -0.96
H 0.411 -0.240 -5.288 0.48
H -0.122 1.081 -4.687 0.48

***

Stability summary - winner: #two; margin: 3.688 eV.

***

#one
21
Properties=species:S:1:pos:R:3:nbo_charge:R:1 method="wB97M-V/def2-TZVPD" total_charge=0 gap_ev=10.087 molar_mass_g_mol=163.2
O -3.242 1.277 -0.164 -0.63
C -2.155 0.745 -0.086 0.65
C -0.881 1.510 0.191 -0.53
C 0.409 0.741 0.028 -0.02
C 1.627 1.372 -0.134 -0.19
C 2.828 0.625 -0.211 -0.20
C 2.840 -0.739 -0.140 -0.22
C 1.595 -1.364 -0.090 -0.18
C 0.371 -0.669 0.091 -0.04
C -0.951 -1.341 0.277 -0.25
N -2.012 -0.584 -0.321 -0.14
O -3.182 -1.354 -0.239 -0.55
H -0.989 1.907 1.258 0.25
H -0.975 2.441 -0.428 0.26
H 1.684 2.490 -0.247 0.22
H 3.769 1.120 -0.375 0.21
H 3.702 -1.355 -0.216 0.22
H 1.566 -2.440 -0.034 0.21
H -1.206 -1.467 1.358 0.20
H -0.970 -2.329 -0.233 0.23
H -3.830 -0.585 -0.284 0.49

***

#two
21
Properties=species:S:1:pos:R:3:nbo_charge:R:1 method="wB97M-V/def2-TZVPD" total_charge=0 gap_ev=9.445 molar_mass_g_mol=163.2
O 1.822 -1.752 -0.125 -0.57
C 0.650 -1.556 0.208 0.42
C 0.214 -0.339 0.864 -0.18
C 1.077 0.796 1.031 -0.15
C 0.627 1.956 1.611 -0.22
C -0.600 2.083 2.143 -0.17
C -1.534 1.031 1.901 -0.22
C -1.128 -0.098 1.240 -0.17
H -0.147 -2.325 -0.175 0.13
H 2.047 0.677 0.572 0.23
H 1.237 2.924 1.650 0.22
H -0.832 2.971 2.605 0.21
H -2.602 1.105 2.238 0.22
H -1.691 -0.972 0.924 0.21
C 0.440 -1.660 -2.698 -0.44
N 0.016 -0.675 -1.847 -0.56
C -0.437 0.470 -1.867 0.88
O -0.895 1.455 -1.432 -0.49
H 0.281 -1.530 -3.801 0.21
H 1.528 -1.906 -2.507 0.24
H -0.074 -2.654 -2.535 0.20

***

Stability summary - winner: #one; margin: 0.825 eV.

***

#one
21
Properties=species:S:1:pos:R:3:nbo_charge:R:1 method="wB97M-V/def2-TZVPD" total_charge=0 gap_ev="7.591 / 7.360" molar_mass_g_mol=163.2
C 3.098 -0.500 -0.363 -0.19
C 2.309 -1.079 0.637 -0.21
C 2.668 0.652 -0.982 -0.22
C 1.121 -0.489 1.007 -0.21
C 1.447 1.176 -0.596 -0.17
C 0.615 0.599 0.353 -0.14
C -1.965 0.516 0.226 0.31
C -3.052 -1.648 -0.493 -0.27
C -0.735 1.278 0.668 0.43
N -2.023 -0.826 -0.245 -0.49
O -3.114 1.277 0.466 -0.67
O -0.930 2.432 1.085 -0.60
H 4.090 -0.928 -0.653 0.22
H 2.603 -1.845 1.311 0.22
H 3.206 1.263 -1.607 0.22
H 0.539 -1.032 1.758 0.22
H 1.162 2.114 -1.082 0.22
H -3.033 -2.444 -1.253 0.19
H -4.170 -1.388 -0.489 0.21
H -1.091 -1.116 -0.662 0.44
H -2.747 1.990 0.915 0.50

***

#two
21
Properties=species:S:1:pos:R:3:nbo_charge:R:1 method="wB97M-V/def2-TZVPD" total_charge=0 gap_ev=9.281 molar_mass_g_mol=163.2
C -0.765 -2.223 2.578 -0.66
C -0.817 -0.937 1.670 0.23
C 0.466 -0.880 1.001 -0.26
C 0.539 -0.085 -0.107 0.04
C 1.596 0.168 -1.225 -0.52
C 1.103 0.918 -2.414 -0.08
C -0.667 2.122 -1.128 0.79
C -0.668 0.722 -0.358 -0.21
C -1.858 0.568 0.360 0.07
H 0.014 -3.049 2.345 0.25
H -2.029 -2.379 2.582 0.27
H -0.057 -1.764 3.758 0.20
H 1.519 -1.353 1.444 0.24
H 1.755 -0.905 -1.485 0.26
H 2.538 0.961 -1.255 0.27
H 0.757 0.277 -3.300 0.20
H 2.037 1.438 -2.940 0.20
H -2.440 1.361 0.089 0.21
N -2.006 -0.280 1.337 -0.42
O 0.210 2.195 -2.189 -0.51
O -1.226 3.126 -0.760 -0.56

***

Stability summary - winner: #one; margin: 2.616 eV.

***

#one
9
Properties=species:S:1:pos:R:3:nbo_charge:R:1 method="wB97M-V/def2-TZVPD" total_charge=0 gap_ev=10.231 molar_mass_g_mol=172.0
C -0.672 0.420 0.445 -0.68
C 0.184 -0.193 -0.642 -0.08
O 1.495 -0.856 0.363 -0.78
I 1.193 1.160 -1.888 0.17
H -1.428 1.040 -0.186 0.22
H -1.195 -0.217 1.218 0.23
H -0.261 1.160 1.061 0.24
H -0.272 -1.045 -1.249 0.22
H 0.956 -1.469 0.879 0.45

***

#two
9
Properties=species:S:1:pos:R:3:nbo_charge:R:1 method="wB97M-V/def2-TZVPD" total_charge=0 gap_ev="9.212 / 7.579" molar_mass_g_mol=172.0
C 1.093 0.303 -0.030 -0.71
C -0.407 -0.085 -0.011 0.24
O -1.180 0.173 -1.051 -0.71
I -1.329 0.638 1.812 0.02
H 1.054 1.276 -0.667 0.22
H 1.539 0.547 0.975 0.25
H 1.592 -0.437 -0.608 0.24
H -0.252 -2.309 0.577 -0.06
H -2.109 -0.107 -0.998 0.51

***

Stability summary - winner: #one; margin: 2.586 eV.

***

#one
4
Properties=species:S:1:pos:R:3:nbo_charge:R:1 method="wB97M-V/def2-TZVPD" total_charge=0 gap_ev="10.117 / 6.684" molar_mass_g_mol=160.9
N 1.466 -0.018 -0.064 -0.05
F 0.886 0.948 -0.763 -0.21
I -3.020 -0.526 0.166 0.00
H 0.668 -0.405 0.661 0.26

***

#two
4
Properties=species:S:1:pos:R:3:nbo_charge:R:1 method="wB97M-V/def2-TZVPD" total_charge=0 gap_ev=8.803 molar_mass_g_mol=160.9
F 0.045 1.208 -1.407 -0.25
N 0.688 0.358 -0.535 -0.31
I 1.200 -1.444 -1.625 0.21
H -0.199 0.048 0.165 0.35

***

Stability summary - winner: #two; margin: 1.328 eV.

***

#one
18
Properties=species:S:1:pos:R:3:nbo_charge:R:1 method="wB97M-V/def2-TZVPD" total_charge=+1 gap_ev=5.830 molar_mass_g_mol=112.2
O -1.037 1.622 -0.901 -0.61
C -0.717 2.084 0.226 0.23
C -0.560 1.208 1.344 -0.35
C -0.865 -0.263 1.007 -0.46
C 0.303 -0.919 0.204 0.09
C 1.521 -1.115 0.806 -0.09
C 0.610 -1.082 -2.209 -0.50
N -0.151 -1.283 -0.969 0.04
H -0.434 3.126 0.505 0.20
H -1.734 1.675 1.028 0.36
H -0.377 1.587 2.338 0.27
H -1.565 -0.120 0.193 0.28
H -1.256 -0.836 1.851 0.26
H 1.476 -0.804 1.844 0.23
H 2.376 -1.588 0.332 0.24
H 0.096 -1.692 -2.969 0.25
H 0.724 -0.046 -2.540 0.30
H 1.588 -1.555 -2.090 0.24

***

#two
18
Properties=species:S:1:pos:R:3:nbo_charge:R:1 method="wB97M-V/def2-TZVPD" total_charge=+1 gap_ev=8.413 molar_mass_g_mol=112.2
C 0.267 0.521 -0.100 -0.19
C -0.896 1.131 -0.092 0.06
C 2.893 -0.230 0.289 0.98
C -1.903 2.041 -0.589 -0.67
C 2.799 -1.162 -0.768 -0.82
C -1.517 -1.113 0.749 -0.43
N -0.777 0.115 0.921 -0.43
O 3.349 0.511 1.024 -0.27
H -2.892 1.435 -0.623 0.24
H -1.621 2.184 -1.604 0.26
H -2.151 2.957 -0.100 0.26
H 2.547 -2.138 -0.418 0.32
H 3.811 -1.314 -1.180 0.32
H 1.975 -0.850 -1.385 0.35
H -1.277 -1.467 -0.215 0.21
H -1.100 -1.750 1.460 0.21
H -2.678 -1.131 0.771 0.23
H -0.829 0.261 1.859 0.38

***

Stability summary - winner: #two; margin: 1.130 eV.